# 1
{"formula": "C24H40BBr2F3NO7P", "method": "ωB97M-V with the def2-TZVPD basis set", "symbols": ["C", "C", "C", "C", "C", "C", "C", "B", "O", "O", "C", "C", "C", "C", "C", "Br", "C", "C", "Br", "N", "C", "C", "P", "O", "O", "C", "C", "O", "C", "C", "H", "H", "H", "H", "H", "H", "H", "H", "H", "H", "H", "H", "H", "H", "H", "H", "H", "H", "H", "H", "H", "H", "H", "H", "H", "H", "H", "H", "H", "H", "H", "H", "H", "H", "C", "C", "O", "C", "O", "C", "F", "F", "F", "H", "H", "H", "H", "H", "H"], "coordinates": [[-2.942, 2.689, 4.871], [-1.845, 3.546, 4.246], [-1.078, 2.789, 3.155], [-0.319, 3.741, 2.234], [0.269, 3.114, 0.940], [-0.412, 1.852, 0.514], [-1.631, 1.910, -0.114], [-2.373, 3.260, -0.512], [-2.807, 4.171, 0.410], [-2.560, 3.477, -1.836], [-3.899, 3.756, -2.275], [-2.249, 0.726, -0.487], [-1.676, -0.487, -0.179], [-0.465, -0.512, 0.435], [0.126, -1.827, 0.750], [1.172, -2.510, -0.627], [-0.147, -2.524, 1.848], [0.319, -3.906, 2.162], [-1.221, -1.713, 3.180], [0.175, 0.644, 0.742], [1.520, 0.561, 1.363], [2.670, 1.002, 0.438], [4.126, -0.051, 0.271], [5.359, 0.742, 0.212], [3.999, -0.971, 1.563], [4.533, -2.321, 1.535], [4.287, -2.934, 2.894], [3.854, -0.938, -1.006], [4.971, -1.466, -1.777], [4.797, -2.963, -2.008], [-3.371, 3.190, 5.736], [-3.759, 2.553, 4.163], [-2.564, 1.714, 5.178], [-2.328, 4.403, 3.767], [-1.163, 3.925, 5.005], [-1.810, 2.189, 2.610], [-0.363, 2.137, 3.662], [0.525, 4.129, 2.806], [-0.935, 4.607, 1.996], [1.328, 2.974, 1.094], [0.195, 3.829, 0.121], [-3.026, 3.781, 1.262], [-4.602, 3.015, -1.895], [-3.904, 3.704, -3.358], [-4.220, 4.746, -1.955], [-3.190, 0.749, -1.024], [-2.156, -1.418, -0.441], [0.314, -4.510, 1.258], [-0.361, -4.370, 2.871], [1.308, -3.896, 2.617], [1.492, 1.236, 2.214], [1.647, -0.435, 1.765], [2.311, 1.280, -0.552], [3.105, 1.905, 0.867], [5.596, -2.276, 1.301], [3.991, -2.868, 0.765], [3.219, -3.092, 3.032], [4.634, -2.249, 3.664], [4.820, -3.878, 2.973], [4.958, -0.933, -2.723], [5.902, -1.252, -1.260], [4.925, -3.214, -3.057], [5.522, -3.533, -1.431], [3.805, -3.276, -1.690], [-1.326, -1.809, -3.030], [-1.204, -1.333, -4.474], [-1.912, -2.098, -5.397], [-3.356, -1.734, -5.535], [-3.608, -0.474, -5.588], [-4.185, -2.431, -4.406], [-3.757, -3.686, -4.079], [-5.462, -2.581, -4.815], [-4.257, -1.756, -3.232], [-1.270, -2.898, -2.971], [-0.535, -1.379, -2.415], [-2.276, -1.496, -2.597], [-0.148, -1.407, -4.767], [-1.488, -0.277, -4.558], [-3.612, -2.363, -6.422]], "mulliken_charge": [-1.30, -0.62, -0.18, -0.98, -1.34, 0.43, 1.12, 0.96, -0.49, -0.54, -0.71, -0.84, -0.63, 0.12, -1.15, -0.01, 0.98, -1.04, -0.10, 0.73, -1.59, -0.89, 0.66, -0.83, -0.26, 0.12, -1.21, -0.15, -0.46, -0.84, 0.42, 0.32, 0.28, 0.34, 0.37, 0.12, 0.35, 0.62, 0.35, -0.26, 0.61, 0.31, 0.29, 0.26, 0.30, 0.45, 0.90, 0.40, 0.46, 0.01, 0.30, 0.99, 0.58, 0.41, 0.39, 0.09, 0.04, 0.34, 0.42, 0.45, 0.39, 0.34, 0.30, 0.07, 0.13, -0.67, -0.40, 0.11, -0.84, 0.66, -0.31, -0.30, -0.29, 0.24, 0.03, -0.16, 0.31, 0.29, 0.19], "homo_ev": -5.7795, "lumo_ev": -1.61, "energy_ha": -7333.82760}


# 2
{"formula": "C24H40BN11O2Os", "method": "ωB97M-V with the def2-TZVPD basis set", "symbols": ["Os", "C", "C", "C", "C", "C", "N", "N", "B", "N", "N", "C", "C", "C", "C", "C", "N", "N", "C", "C", "C", "C", "C", "H", "H", "H", "H", "H", "H", "H", "H", "H", "H", "H", "H", "H", "H", "H", "H", "H", "H", "H", "H", "H", "H", "N", "C", "C", "C", "O", "O", "H", "H", "H", "H", "H", "H", "C", "N", "C", "N", "C", "N", "C", "N", "C", "C", "H", "H", "H", "H", "H", "H", "H", "H", "H", "H", "H", "H"], "coordinates": [[-0.459, -0.221, -0.102], [-0.075, 0.984, -3.565], [0.291, 1.836, -2.399], [0.674, 3.168, -2.433], [0.805, 3.578, -1.114], [1.198, 4.912, -0.584], [0.500, 2.539, -0.322], [0.211, 1.454, -1.107], [0.355, 2.490, 1.231], [1.211, 1.314, 1.754], [1.499, 0.274, 0.898], [2.661, -0.274, 1.362], [3.593, -1.292, 0.768], [3.034, 0.380, 2.530], [2.124, 1.397, 2.730], [2.108, 2.458, 3.774], [-1.130, 2.224, 1.536], [-1.693, 1.337, 0.667], [-2.980, 1.689, 0.500], [-3.964, 1.100, -0.458], [-3.251, 2.776, 1.339], [-2.062, 3.109, 1.950], [-1.744, 4.245, 2.859], [-0.112, 1.607, -4.456], [-1.064, 0.539, -3.440], [0.653, 0.196, -3.759], [0.823, 3.767, -3.315], [1.373, 5.595, -1.412], [2.111, 4.846, 0.006], [0.416, 5.332, 0.048], [0.709, 3.513, 1.720], [3.780, -1.139, -0.290], [3.287, -2.325, 0.946], [4.552, -1.159, 1.262], [3.919, 0.178, 3.110], [2.776, 2.183, 4.587], [1.108, 2.608, 4.179], [2.449, 3.409, 3.362], [-3.504, 0.530, -1.258], [-4.527, 1.918, -0.906], [-4.692, 0.465, 0.050], [-4.197, 3.280, 1.438], [-2.656, 4.615, 3.320], [-1.291, 5.068, 2.304], [-1.052, 3.948, 3.645], [-0.488, -1.066, 1.865], [-1.646, -1.865, 2.385], [-2.979, -1.408, 1.822], [-3.071, -1.689, 0.341], [-3.855, -2.412, -0.178], [-2.078, -1.120, -0.427], [0.358, -1.619, 1.989], [-0.355, -0.245, 2.457], [-1.651, -1.751, 3.469], [-1.456, -2.913, 2.161], [-3.122, -0.345, 2.020], [-3.788, -1.958, 2.299], [-0.659, -2.407, -2.370], [0.278, -2.002, -1.213], [1.642, -1.850, -1.834], [2.086, -3.031, -2.523], [1.143, -3.351, -3.596], [-0.192, -3.580, -3.044], [-0.142, -4.694, -2.099], [0.794, -4.396, -1.007], [0.355, -3.219, -0.316], [2.123, -4.152, -1.581], [-0.693, -1.567, -3.057], [-1.648, -2.588, -1.959], [2.313, -1.637, -1.023], [1.614, -0.998, -2.512], [1.477, -4.245, -4.119], [1.106, -2.525, -4.308], [0.188, -5.595, -2.613], [-1.138, -4.868, -1.690], [1.070, -2.990, 0.481], [-0.640, -3.387, 0.101], [2.456, -5.049, -2.099], [2.830, -3.933, -0.779]], "mulliken_charge": [1.87, -1.31, 0.64, -1.46, 0.81, -1.42, 0.66, -0.01, -0.96, 0.71, 0.26, 0.37, -1.52, -1.50, 0.64, -1.40, 0.81, 0.59, 0.47, -1.62, -1.17, 0.58, -1.37, 0.51, 0.28, 0.21, 0.57, 0.41, 0.30, 0.27, -0.08, 0.45, 0.14, 0.58, 0.57, 0.43, 0.23, 0.31, 0.21, 0.54, 0.29, 0.61, 0.44, 0.24, 0.24, -1.00, -0.79, -0.57, 0.46, -0.51, -0.35, 0.25, 0.36, 0.54, 0.44, 0.17, 0.51, -0.71, 0.88, 1.13, 0.10, -0.73, 0.17, -0.63, 0.17, -0.66, -0.75, 0.25, 0.15, -2.00, 0.47, 0.35, 0.35, 0.36, 0.34, 0.27, -0.07, 0.36, 0.27], "homo_ev": [-14.2293, -14.2272], "charge": 2, "lumo_ev": [-8.30, -8.28], "energy_ha": -1806.40908}


# 3
{"formula": "C24H40Br2FN3O6PS", "method": "ωB97M-V with the def2-TZVPD basis set", "symbols": ["C", "C", "C", "C", "Br", "C", "C", "Br", "C", "N", "C", "N", "C", "C", "N", "C", "C", "C", "C", "C", "C", "F", "P", "O", "O", "S", "H", "H", "H", "H", "H", "H", "H", "H", "H", "H", "H", "H", "H", "H", "H", "H", "H", "H", "H", "H", "H", "H", "H", "H", "H", "H", "H", "H", "O", "C", "O", "C", "C", "C", "H", "H", "H", "H", "H", "H", "O", "C", "O", "C", "C", "C", "H", "H", "H", "H", "H", "H"], "coordinates": [[-1.679, 4.058, -0.836], [-0.734, 3.418, -0.138], [-0.299, 2.004, -0.488], [-1.597, 1.142, -0.408], [-2.399, 0.299, -1.901], [-2.317, 0.953, 0.710], [-3.577, 0.140, 0.804], [-1.841, 1.726, 2.378], [0.712, 1.359, 0.536], [1.258, 2.162, 1.615], [1.713, 0.623, -0.280], [2.613, -0.282, 0.208], [2.228, -1.071, 1.388], [3.438, -1.803, 1.967], [1.664, 0.944, -1.539], [2.549, 0.276, -2.507], [3.820, 1.006, -2.920], [0.661, 2.049, -1.790], [1.402, 3.415, -2.004], [2.330, 4.115, -1.002], [3.653, 3.456, -0.645], [1.735, 4.554, 0.163], [-0.031, 1.857, -3.577], [1.304, 2.119, -4.456], [-0.292, 0.310, -3.947], [-1.414, 3.077, -4.029], [-1.594, 5.107, -1.100], [-2.555, 3.530, -1.203], [-0.305, 3.845, 0.757], [-3.337, -0.892, 0.543], [-3.983, 0.146, 1.810], [-4.344, 0.508, 0.124], [0.163, 0.550, 1.025], [2.267, 2.255, 1.568], [1.057, 1.733, 2.509], [3.555, 0.083, 0.299], [1.454, -1.797, 1.139], [1.812, -0.447, 2.184], [3.556, -2.769, 1.478], [3.251, -2.002, 3.022], [4.344, -1.200, 1.913], [2.840, -0.682, -2.080], [2.001, 0.023, -3.409], [4.319, 0.357, -3.641], [4.505, 1.128, -2.083], [3.624, 1.945, -3.428], [2.032, 3.324, -2.885], [0.631, 4.126, -2.296], [2.620, 5.027, -1.535], [3.556, 2.511, -0.106], [4.294, 3.372, -1.518], [4.155, 4.142, 0.039], [1.324, 1.529, -5.222], [-0.199, -0.282, -3.189], [-6.687, 1.269, -0.190], [-7.157, 0.249, -0.603], [-6.441, -0.902, -0.631], [-7.199, -1.949, -1.265], [-8.655, -1.514, -1.138], [-8.535, 0.008, -1.184], [-6.878, -2.023, -2.306], [-6.985, -2.887, -0.761], [-9.294, -1.938, -1.911], [-9.050, -1.821, -0.169], [-8.548, 0.396, -2.204], [-9.288, 0.520, -0.593], [2.249, -3.500, 5.565], [2.784, -4.378, 4.955], [4.115, -4.381, 4.693], [4.450, -5.496, 3.846], [3.329, -6.508, 4.049], [2.135, -5.598, 4.327], [4.507, -5.140, 2.814], [5.426, -5.871, 4.142], [3.199, -7.176, 3.201], [3.538, -7.117, 4.929], [1.631, -5.285, 3.410], [1.412, -6.034, 5.010]], "mulliken_charge": [-1.37, -0.29, 3.04, -1.08, -0.09, 0.61, -1.52, -0.07, -0.69, -0.18, -1.38, -0.06, -0.27, -1.26, 0.80, -0.67, -1.33, -1.42, -1.78, -0.06, -1.21, -0.33, 1.12, -0.59, -0.60, -0.36, 0.32, 0.34, 0.58, 0.31, 0.50, 0.32, 1.20, 0.31, 0.43, 0.42, 0.32, 0.17, 0.31, 0.34, 0.38, 0.61, 0.52, 0.53, 0.31, 0.19, 0.80, 0.60, 0.57, 0.07, 0.36, 0.43, 0.39, 0.42, -0.57, 0.56, -0.31, -0.46, -0.50, -0.50, 0.28, 0.31, 0.33, 0.27, 0.26, 0.31, -0.58, 0.56, -0.35, -0.34, -0.50, -0.39, 0.18, 0.33, 0.33, 0.26, 0.21, 0.31], "de_lowest_kj_mol": 0.0, "homo_ev": -10.7871, "charge": 1, "lumo_ev": -3.17, "energy_ha": -7541.40865}


> Which formula does entry 2 have?

C24H40BN11O2Os